(1)
13
Properties=species:S:1:pos:R:3 method="wB97M-V/def2-TZVPD" gap_ev="7.44 / 9.72" relative_energy_kcal_mol=91.3 total_energy_ha=-467.985555
C -0.26905 -1.36942 -0.00780
C -0.23309 0.15970 0.31554
C 0.26022 3.16664 -0.74438
O 0.42654 0.36783 1.53836
O 0.33308 0.74023 -0.72616
F -0.99050 3.35803 -0.43079
F 1.08754 3.48821 0.21107
H -0.58757 -1.89486 0.88859
H -0.95441 -1.55499 -0.82918
H 0.73393 -1.68565 -0.29417
H -1.28091 0.47598 0.49575
H 0.57539 3.24401 -1.76967
H 1.37189 0.46526 1.36322

=====

(2)
44
Properties=species:S:1:pos:R:3 method="wB97M-V/def2-TZVPD" gap_ev=2.77 total_charge=+1 total_energy_ha=-1349.559184
C 4.61421 1.19548 1.19157
C 4.03848 0.21482 0.03460
O 2.75211 0.76974 -0.36889
C 2.01707 -0.30139 -1.01643
C 0.81415 -0.91677 -0.14342
O -0.43460 -0.48441 -0.74993
C -1.02993 0.63261 -0.06364
O -0.20502 1.55113 0.68104
C -1.52896 1.58618 -1.30568
C -2.94895 2.15311 -0.83045
O -3.82023 1.75628 -1.96188
C -3.20426 3.73959 -0.76615
O -2.25643 4.59514 -0.58143
O -4.48729 4.27397 -0.94153
N -3.46023 1.27253 0.26772
C -2.46185 0.45576 0.65177
C -2.92722 -0.56784 1.80194
I -2.08104 -0.11748 3.76353
C -2.63477 -2.11846 1.37590
C -3.11434 -2.45791 -0.12068
H 5.68709 1.45710 0.88334
H 4.64031 0.68082 2.21387
H 4.00481 2.17467 1.18906
H 3.89461 -0.85062 0.44370
H 4.72286 0.16372 -0.89294
H 2.69961 -1.18133 -1.35077
H 1.58466 0.13128 -2.00211
H 0.89368 -0.74184 0.98213
H 0.85940 -2.06734 -0.29117
H -0.51469 1.45324 1.62340
H -1.62147 1.02828 -2.30833
H -0.69208 2.38517 -1.36585
H -4.56546 1.25222 -1.55627
H -4.39230 1.22492 0.71724
H -4.07787 -0.50658 1.92338
H -3.30541 -2.74138 2.08496
H -1.55164 -2.41401 1.59201
H -4.25776 -2.36399 -0.26962
H -2.77972 -3.54456 -0.33414
H -2.62365 -1.81152 -0.92764
O 5.85264 -2.53985 -0.77955
H 5.93799 -2.99633 0.09000
H 5.23121 -3.01711 -1.37778
H 6.73232 -2.40705 -1.20491

=====

(3)
112
Properties=species:S:1:pos:R:3 method="wB97M-V/def2-TZVPD" gap_ev=7.00 relative_energy_kcal_mol=282.3 total_energy_ha=-2462.675132
C 1.02033 -5.30077 0.07919
C 2.16622 -4.37009 0.43214
C 2.01264 -3.50579 1.81495
C 2.17208 -1.88464 1.65234
C 0.61716 -1.37600 1.64582
C 0.39344 0.21870 1.35649
C -1.09803 0.60317 2.00885
C -1.63694 2.08112 1.45523
C -0.41407 3.04923 0.90959
O 2.65408 -1.45906 3.00752
C 3.46103 -0.20428 2.94170
O 3.91051 0.55276 3.94514
O 3.62233 -0.04040 1.45850
C 3.27535 -1.24373 0.63118
C 2.80891 -0.69507 -0.85361
C 1.80728 -1.72281 -1.66647
C 1.11764 -1.06532 -3.01260
N -0.18154 -0.41877 -2.58543
C 4.74832 -1.93141 0.43944
Cl 5.39312 -2.86168 1.90474
C 5.94742 -0.84349 0.02661
C 6.82578 -0.32135 1.30792
H 0.94752 -6.33456 0.66768
H 0.23474 -5.04940 -0.77140
H 3.09537 -4.29017 -0.29038
H 0.93226 -3.72011 2.26017
H 2.82920 -3.92001 2.57504
H -0.06378 -1.99258 0.89723
H 0.18006 -1.62366 2.72908
H 0.27099 0.41766 0.19483
H 1.15182 0.93903 1.88017
H -1.84868 -0.25014 1.71496
H -0.92010 0.69331 3.17971
H -2.22592 2.68686 2.28395
H -2.35075 1.89707 0.51804
H 0.46729 3.14114 1.70831
H 0.01722 2.65260 -0.12917
H -0.85688 4.11218 0.68248
H 2.25313 0.35252 -0.71588
H 3.70729 -0.46996 -1.58593
H 2.50690 -2.60419 -2.06482
H 0.97354 -2.21187 -1.00680
H 1.86948 -0.26485 -3.44575
H 0.91858 -1.92494 -3.78936
H -0.82809 -0.36973 -3.42839
H -0.64656 -1.00329 -1.84401
H 4.67335 -2.69941 -0.46536
H 5.51229 0.12091 -0.50837
H 6.70130 -1.36068 -0.73802
H 7.60639 -1.08820 1.72442
H 7.46074 0.61055 0.91606
H 6.12908 0.13538 2.16229
C -7.22595 3.68612 0.68062
C -6.09769 4.12224 -0.24873
C -5.55282 2.97523 -1.10211
C -4.99398 1.88574 -0.20144
N -4.53043 0.98191 0.54572
H -6.88665 2.93984 1.40594
H -7.60277 4.54252 1.24870
H -8.06040 3.26013 0.11171
H -5.28922 4.55437 0.35363
H -6.46708 4.91508 -0.90834
H -4.75723 3.34128 -1.75953
H -6.34479 2.55288 -1.73001
C -7.84550 3.53307 6.27528
C -7.62963 2.62896 5.06581
C -6.20471 2.70382 4.51374
C -5.90034 4.12517 4.06919
N -5.64782 5.30428 3.70045
H -7.70308 4.58834 6.02178
H -8.86730 3.42530 6.65269
H -7.15351 3.27627 7.08562
H -8.34676 2.90616 4.28345
H -7.84887 1.59443 5.35186
H -6.09745 2.02888 3.65812
H -5.47979 2.40191 5.27742
C -9.05219 0.64291 -3.66915
C -10.06961 1.10012 -2.62863
C -10.44173 2.57745 -2.76937
C -9.20192 3.43850 -2.59057
N -8.17342 4.15281 -2.44230
H -8.10233 1.17739 -3.56794
H -8.83848 -0.42381 -3.54849
H -9.43138 0.80222 -4.68516
H -9.66168 0.91294 -1.62776
H -10.97550 0.49186 -2.72623
H -11.18248 2.85209 -2.01108
H -10.87690 2.77242 -3.75551
C 9.65762 3.10030 -2.66242
C 9.23624 3.29220 -1.20899
C 9.95516 2.34077 -0.25048
C 9.63757 0.90134 -0.62153
N 9.37414 -0.29276 -0.92936
H 9.40646 2.09939 -3.02741
H 9.14080 3.81926 -3.30596
H 10.73690 3.25028 -2.78113
H 8.15155 3.14805 -1.13233
H 9.44569 4.32561 -0.91178
H 9.62938 2.52700 0.77827
H 11.03875 2.49427 -0.29662
C 5.20566 -7.68790 -1.54687
C 4.80825 -7.71463 -3.01935
C 4.90578 -6.34149 -3.68699
C 3.97308 -5.36432 -2.99006
N 3.19938 -4.55368 -2.41189
H 4.53938 -7.04791 -0.95983
H 5.14846 -8.69400 -1.11954
H 6.23181 -7.32273 -1.42397
H 3.78362 -8.09712 -3.10315
H 5.45907 -8.41793 -3.55034
H 4.62439 -6.41626 -4.74263
H 5.93139 -5.96033 -3.63509

=====

(4)
6
Properties=species:S:1:pos:R:3 method="wB97M-V/def2-TZVPD" gap_ev=10.98 relative_energy_kcal_mol=0.3 total_energy_ha=-356.072791
O -0.31610 0.90718 0.72130
N -0.04217 -0.25062 0.72460
O -0.01287 -1.09320 1.52741
O 0.38872 -0.79404 -0.55581
O -0.01453 0.15964 -1.50906
H -0.00306 1.07103 -0.90844

=====

(5)
14
Properties=species:S:1:pos:R:3 method="wB97M-V/def2-TZVPD" gap_ev=10.60 relative_energy_kcal_mol=47.5 total_energy_ha=-287.511555
N -0.41912 1.93432 -0.53342
C -0.46555 1.98907 -1.71264
C -0.17309 0.90187 0.44650
C 1.22257 0.25030 0.20762
C 0.90683 -1.14200 -0.27709
C -0.39328 -1.41243 -0.23364
C -1.20651 -0.25406 0.28668
H -0.23810 1.36818 1.42595
H 1.82278 0.81645 -0.51430
H 1.78673 0.22302 1.14561
H 1.67912 -1.83760 -0.59617
H -0.84292 -2.36208 -0.51294
H -2.02586 0.01572 -0.38987
H -1.65360 -0.49077 1.25771

=====

(6)
72
Properties=species:S:1:pos:R:3 method="wB97M-V/def2-TZVPD" gap_ev=8.05 total_energy_ha=-2126.594024
C 1.43606 -3.36041 -2.99503
O 1.70444 -3.39450 -1.60986
H 1.77474 -4.28381 -3.46730
H 0.37291 -3.24098 -3.17979
H 2.06743 -2.60808 -3.47577
H 1.27247 -2.62087 -1.20923
C -0.16259 -0.47252 -4.15506
O -1.15574 0.38982 -4.71687
H -0.62433 -1.45242 -4.00807
H 0.75693 -0.54513 -4.72452
H 0.08608 -0.15696 -3.13425
H -1.93214 0.17230 -4.18878
C -5.10678 -1.38261 1.64502
O -4.77020 -2.62998 1.03192
H -5.94773 -1.50598 2.33766
H -4.28942 -0.97448 2.23873
H -5.41908 -0.61894 0.92473
H -5.61073 -3.09422 0.98265
C 2.13968 1.79210 2.87841
O 1.06973 1.65774 3.81609
H 2.43121 0.77804 2.61603
H 2.05972 2.48564 2.03503
H 2.99403 2.20345 3.44196
H 0.90634 2.53807 4.16831
C -2.33257 2.01538 4.32318
O -1.92913 3.06513 3.43925
H -1.77425 1.09701 4.12173
H -2.17288 2.28637 5.36856
H -3.38945 1.88234 4.10332
H -1.04877 3.39453 3.61413
C -4.17794 3.52949 0.64003
O -3.75228 2.42800 1.42395
H -4.50415 4.37399 1.24975
H -3.41654 3.84360 -0.07959
H -5.04951 3.23073 0.05344
H -3.26543 2.78921 2.18515
C -4.07136 0.73758 -1.58931
O -3.30100 0.01151 -2.52021
H -5.12212 0.44640 -1.59619
H -3.69316 0.66115 -0.56510
H -3.97643 1.79484 -1.82963
H -3.48658 -0.93027 -2.47296
N 3.65447 0.90029 -0.58076
C 4.99265 1.04517 -0.75934
C 5.22142 1.20745 -2.10081
C 3.97134 1.16692 -2.77029
C 3.00291 1.10759 -1.78359
H 3.22133 0.87303 0.32431
H 5.79982 1.20305 -0.06223
H 6.20484 1.33531 -2.52490
H 3.76936 1.20026 -3.82671
H 1.92891 1.03344 -1.80733
C -1.48958 -1.04429 1.24871
S 0.06169 -0.26880 0.79987
O 0.64470 -1.00931 -0.38483
C -0.57581 1.32327 0.16898
H -1.38950 -2.06084 1.61744
H -2.25245 -0.96715 0.47237
H -1.88488 -0.45606 2.08513
H 0.22048 2.06104 0.17369
H -1.41418 1.60091 0.80710
H -0.86732 1.08507 -0.85562
C 4.73994 -2.23222 -0.82848
S 4.85474 -2.32906 0.97421
O 5.86293 -3.41643 1.23101
C 3.23629 -3.12874 1.20537
H 4.51982 -3.24379 -1.16868
H 5.72608 -1.95039 -1.19436
H 3.99797 -1.53753 -1.21538
H 3.08164 -3.91276 0.46351
H 2.46936 -2.38357 0.96647
H 3.10151 -3.53410 2.20364

=====

(7)
14
Properties=species:S:1:pos:R:3 method="wB97M-V/def2-TZVPD" gap_ev=8.86 relative_energy_kcal_mol=85.3 total_energy_ha=-270.421928
C 0.87283 -1.98586 0.15769
C 0.33261 -1.06662 1.01933
C 0.31282 0.40128 0.65837
C 0.04450 0.87441 -0.82551
C -1.45989 1.32142 -0.76706
O -1.93462 2.37996 -1.02194
H 0.31722 -2.83317 -0.20890
H 1.85125 -1.70941 -0.22315
H -0.02982 -1.36840 2.00094
H 1.36993 0.71709 0.85788
H -0.28721 1.15424 1.18150
H -0.16857 0.01390 -1.49238
H 0.73926 1.65563 -1.09350
H -1.96032 0.44553 -0.24327

=====

(8)
11
Properties=species:S:1:pos:R:3 method="wB97M-V/def2-TZVPD" gap_ev=9.62 relative_energy_kcal_mol=176.6 total_energy_ha=-430.639621
C -0.84568 -1.11647 0.41959
N -1.82636 -0.32081 0.35533
N -1.69972 0.73999 -0.42027
C -0.54149 1.39031 -0.36467
O 0.36862 1.23409 0.52865
N 1.75157 0.57061 0.29609
C 1.38858 -0.50774 -0.36030
O 0.10350 -1.13321 -0.57777
H -0.70138 -2.01787 1.19502
H -0.45064 2.36525 -0.79408
H 2.45302 -1.20415 -0.27760

=====

(9)
17
Properties=species:S:1:pos:R:3 method="wB97M-V/def2-TZVPD" gap_ev=10.26 relative_energy_kcal_mol=67.8 total_energy_ha=-384.041531
O -0.34968 -0.08925 -2.56436
C -0.08197 -0.48079 -1.45820
C -0.57473 0.13304 -0.26941
C 0.47323 1.10162 0.51656
C -0.23234 2.07880 1.54566
O 0.37066 3.15329 2.05375
H 0.25799 -1.52016 -1.37994
H -1.43746 0.69167 -0.58120
H -0.94799 -0.57492 0.40291
H 1.10651 1.63568 -0.18701
H 1.18765 0.61258 1.18968
H -0.87386 1.62110 2.29534
H -1.04441 2.63008 1.09479
H 0.96760 2.73185 2.59219
O 0.41099 -4.14944 -1.81139
H -0.29762 -4.73960 -1.91550
H 1.06542 -4.83554 -1.52386

=====

(10)
25
Properties=species:S:1:pos:R:3 method="wB97M-V/def2-TZVPD" gap_ev="6.37 / 5.84" spin_multiplicity=8 relative_energy_kcal_mol=55.5 total_energy_ha=-1949.113640
Ir 1.14159 -0.64023 -1.34246
Cl 2.87550 -2.14214 -0.92777
C 1.72407 1.17188 -1.92451
C 0.29812 -1.45881 -2.91160
H 1.46581 1.32704 -2.98677
H 1.44962 2.02704 -1.26653
H 2.81641 0.98077 -1.81930
H 0.56290 -0.82838 -3.78386
H -0.79328 -1.52415 -2.76903
H 0.74456 -2.46500 -3.02474
Re -0.78144 1.18601 -0.88658
C -1.53062 -0.62909 -0.29858
C -2.47655 2.02715 -1.41563
H -2.52246 -0.74702 -0.75812
H -0.92893 -1.52814 -0.55091
H -1.67975 -0.60135 0.79536
H -3.44922 1.52384 -1.56157
H -2.48103 3.07671 -1.73054
Cl 0.74850 4.28732 2.26451
C 0.42635 2.61556 2.72779
Cl -1.14380 2.46201 3.53942
C 0.36845 1.73306 1.47928
O 0.66281 0.53581 1.48717
O -0.10270 2.39982 0.43945
H 1.22560 2.28197 3.39032

=====

(11)
12
Properties=species:S:1:pos:R:3 method="wB97M-V/def2-TZVPD" gap_ev=7.12 total_charge=-1 relative_energy_kcal_mol=20.8 total_energy_ha=-696.321166
C -0.53011 -1.30205 -0.90060
C -0.10978 0.21855 -0.56865
N 1.29185 0.51633 -0.31370
N 1.21385 1.17793 1.07277
S 2.56786 1.76104 1.64171
N 0.07653 1.16548 1.60287
N -0.84691 0.68676 0.65196
H -0.42926 -1.88523 0.04515
H 0.07474 -1.80492 -1.67681
H -1.63230 -1.16686 -1.26603
H -0.49658 0.79088 -1.38198
H -1.17990 -0.15793 1.09331

=====

(12)
11
Properties=species:S:1:pos:R:3 method="wB97M-V/def2-TZVPD" gap_ev=9.48 relative_energy_kcal_mol=92.2 total_energy_ha=-268.258227
O 2.20916 0.23568 -2.20703
C 2.16072 -0.16854 -0.96204
C -1.30824 0.04207 1.56564
C -1.22599 -0.07975 0.06788
O -2.07097 -0.60082 -0.62300
H 1.53569 0.92400 -2.33063
H -0.35958 -0.27347 2.01375
H 2.95835 -0.94977 -0.94041
H -1.46442 1.09255 1.84293
H -2.13514 -0.55848 1.94905
H -0.29960 0.33652 -0.37614

=====

(13)
19
Properties=species:S:1:pos:R:3 method="wB97M-V/def2-TZVPD" gap_ev=9.87 relative_energy_kcal_mol=62.0 total_energy_ha=-725.226027
C 0.08393 2.09908 -0.69122
N 0.45374 0.63288 -0.70813
C 2.01445 0.51806 -0.66682
C 0.18810 -0.09223 0.53917
O 0.50408 0.45800 1.58233
C -0.28102 -1.48750 0.49378
C -1.69060 -1.58437 0.01554
S -2.88898 -0.85591 1.25710
H -0.71992 2.08466 0.04052
H 0.91567 2.85440 -0.43641
H -0.15157 2.20580 -1.76975
H 2.41572 0.17889 0.27448
H 2.54320 1.39133 -0.89659
H 2.39196 -0.32170 -1.39022
H 0.36748 -2.07667 -0.16429
H -0.23415 -1.97501 1.46825
H -2.03369 -2.67123 0.04833
H -1.92078 -1.21712 -0.95299
H -1.95763 -0.14133 1.95692